The following is a DFT calculation (ωB97M-V with the def2-TZVPD basis set) of 10 unconnected molecules or ions with the total composition H20O10 in a non-equilibrium geometry.

Properties
Energy above the lowest of the compared OMol25 structures with the same formula, charge and spin   3.9 kcal per mole
E_HOMO   -10.901 eV
Frontier orbital gap   11.3 eV
Structure (SMILES)   O.O.O.O.O.O.O.O.O.O
E_LUMO   0.40 eV
Net charge   0

CARTESIAN COORDINATES (ANGSTROEM)
O1 -1.31 2.12 -1.05
H1 -1.76 2.84 -1.56
H2 -1.75 1.31 -1.32
O2 1.47 1.82 -1.33
H3 0.49 1.94 -1.41
H4 1.63 1.85 -0.38
O3 -2.36 -0.36 -1.40
H5 -3.03 -0.65 -2.03
H6 -1.54 -0.96 -1.53
O4 2.00 -0.69 -1.62
H7 1.87 0.31 -1.58
H8 2.79 -0.88 -2.15
O5 1.66 1.44 1.46
H9 1.97 0.48 1.49
H10 2.30 1.92 2.02
O6 2.25 -1.08 1.08
H11 1.39 -1.59 1.23
H12 2.28 -1.00 0.09
O7 -2.23 -0.68 1.44
H13 -2.45 -0.51 0.50
H14 -1.85 0.17 1.81
O8 -0.19 -2.33 1.24
H15 -0.26 -3.10 1.86
H16 -0.96 -1.71 1.43
O9 -0.29 -2.00 -1.52
H17 0.58 -1.61 -1.73
H18 -0.30 -2.22 -0.56
O10 -1.02 1.75 1.83
H19 -0.05 1.56 1.85
H20 -1.28 2.00 0.94

***

The following is a DFT calculation (ωB97M-V with the def2-TZVPD basis set) of 10 unconnected molecules or ions with the total composition H20O10 in a non-equilibrium geometry.

Properties
Energy above the lowest of the compared OMol25 structures with the same formula, charge and spin   80.2 kcal per mole
E_HOMO   -9.934 eV
Frontier orbital gap   9.1 eV
Structure (SMILES)   O.O.O.O.O.O.O.O.O.O
E_LUMO   -0.82 eV
Net charge   0

CARTESIAN COORDINATES (ANGSTROEM)
O1 12.61 12.06 -26.57
H1 12.29 11.46 -27.25
H2 12.21 11.75 -25.76
O2 13.80 14.65 -29.12
H3 13.15 14.31 -29.73
H4 13.34 15.33 -28.63
O3 12.73 13.01 -34.17
H5 12.76 12.45 -34.95
H6 12.11 12.56 -33.59
O4 8.99 12.95 -27.85
H7 8.94 11.99 -27.79
H8 9.52 13.11 -28.63
O5 10.07 15.69 -30.23
H9 10.34 14.78 -30.38
H10 9.45 15.88 -30.93
O6 15.18 11.89 -30.63
H11 15.75 11.40 -31.23
H12 14.35 11.97 -31.09
O7 11.76 13.19 -30.40
H13 11.62 12.43 -29.83
H14 11.55 12.87 -31.28
O8 12.43 15.55 -33.92
H15 12.98 14.91 -34.36
H16 11.94 15.05 -33.27
O9 11.57 10.59 -28.95
H17 10.74 10.22 -28.68
H18 12.06 9.85 -29.31
O10 10.64 12.41 -32.81
H19 9.98 13.09 -32.92
H20 10.27 11.64 -33.24

***

The following is a DFT calculation (ωB97M-V with the def2-TZVPD basis set) of 10 unconnected molecules or ions with the total composition H20O10 in a non-equilibrium geometry.

Properties
Energy above the lowest of the compared OMol25 structures with the same formula, charge and spin   109.3 kcal per mole
E_HOMO   -10.598 eV
Frontier orbital gap   10.6 eV
Structure (SMILES)   O.O.O.O.O.O.O.O.O.O
E_LUMO   0.05 eV
Net charge   0

CARTESIAN COORDINATES (ANGSTROEM)
O1 1.14 -0.68 -1.19
H1 0.41 -0.90 -0.57
H2 1.83 -1.26 -0.98
O2 3.16 1.52 1.84
H3 3.51 1.87 2.67
H4 3.78 1.89 1.23
O3 -0.25 -0.70 -4.88
H5 -0.99 -0.92 -4.31
H6 -0.64 -0.11 -5.55
O4 -1.93 0.46 3.11
H7 -1.20 0.98 3.53
H8 -1.59 -0.06 2.38
O5 -1.44 0.36 0.25
H9 -1.98 -0.40 0.40
H10 -2.09 0.99 0.37
O6 5.30 -0.51 1.92
H11 4.97 -1.42 2.16
H12 4.58 -0.09 1.58
O7 -1.03 -2.60 0.34
H13 -0.67 -1.87 0.91
H14 -0.17 -2.76 -0.24
O8 0.67 2.21 2.54
H15 0.60 2.96 3.10
H16 1.54 2.55 2.12
O9 -3.81 -1.04 -1.59
H17 -3.44 -1.59 -0.99
H18 -4.44 -0.46 -1.13
O10 -1.95 0.89 -2.47
H19 -1.58 -0.07 -2.56
H20 -1.33 1.33 -3.09

***

The following is a DFT calculation (ωB97M-V with the def2-TZVPD basis set) of 10 unconnected molecules or ions with the total composition H20O10 in a non-equilibrium geometry.

Properties
Energy above the lowest of the compared OMol25 structures with the same formula, charge and spin   75.4 kcal per mole
E_HOMO   -9.637 eV
Frontier orbital gap   8.7 eV
Structure (SMILES)   O.O.O.O.O.O.O.O.O.O
E_LUMO   -0.92 eV
Net charge   0

CARTESIAN COORDINATES (ANGSTROEM)
O1 -4.40 14.27 -1.88
H1 -5.08 14.24 -2.55
H2 -4.74 13.74 -1.16
O2 0.22 12.82 -2.52
H3 0.59 12.71 -3.40
H4 -0.65 12.42 -2.58
O3 -2.90 9.69 -5.51
H5 -2.52 9.28 -4.73
H6 -3.34 8.97 -5.97
O4 -2.16 10.29 -1.99
H7 -1.93 9.74 -1.24
H8 -2.05 9.72 -2.75
O5 -2.52 13.38 0.23
H9 -2.43 13.40 -0.73
H10 -1.62 13.35 0.55
O6 -4.20 14.50 -5.42
H11 -3.72 14.43 -6.25
H12 -4.10 13.64 -5.02
O7 -2.45 11.61 -7.53
H13 -3.19 11.26 -8.03
H14 -2.48 11.13 -6.70
O8 -2.19 14.83 -3.12
H15 -2.44 14.76 -4.05
H16 -2.96 14.53 -2.65
O9 -3.27 12.13 -3.92
H17 -3.53 11.97 -3.01
H18 -2.83 11.33 -4.19
O10 0.31 11.18 -4.86
H19 -0.05 10.43 -4.38
H20 -0.29 11.29 -5.60

***

The following is a DFT calculation (ωB97M-V with the def2-TZVPD basis set) of 10 unconnected molecules or ions with the total composition H20O10 in a non-equilibrium geometry.

Properties
Energy above the lowest of the compared OMol25 structures with the same formula, charge and spin   127.5 kcal per mole
E_HOMO   -9.768 eV
Frontier orbital gap   9.9 eV
Structure (SMILES)   O.O.O.O.O.O.O.O.O.O
E_LUMO   0.08 eV
Net charge   0

CARTESIAN COORDINATES (ANGSTROEM)
O1 -0.54 0.06 -0.27
H1 -0.26 -0.62 -1.00
H2 0.23 0.13 0.25
O2 4.42 -0.95 2.38
H3 3.94 -1.68 1.85
H4 5.22 -1.33 2.72
O3 -1.99 2.01 1.72
H5 -2.84 2.36 2.01
H6 -2.05 1.09 1.66
O4 0.15 0.54 2.67
H7 -0.41 -0.19 2.51
H8 0.92 0.48 2.08
O5 -1.87 -1.83 -4.97
H9 -2.72 -1.71 -4.65
H10 -1.92 -1.04 -5.56
O6 -2.48 2.40 -1.15
H11 -3.14 3.02 -1.19
H12 -2.94 1.62 -1.60
O7 -2.15 -2.77 2.23
H13 -2.24 -3.19 3.08
H14 -3.05 -2.65 1.79
O8 1.48 2.46 2.27
H15 2.00 3.10 1.82
H16 2.07 1.92 2.93
O9 1.26 -2.03 -1.39
H17 0.50 -2.57 -1.36
H18 2.08 -2.39 -0.94
O10 2.49 1.35 -3.19
H19 1.65 1.18 -2.66
H20 2.19 1.27 -4.04

***

The following is a DFT calculation (ωB97M-V with the def2-TZVPD basis set) of 10 unconnected molecules or ions with the total composition H20O10 in a non-equilibrium geometry.

Properties
Energy above the lowest of the compared OMol25 structures with the same formula, charge and spin   127.4 kcal per mole
E_HOMO   -10.332 eV
Frontier orbital gap   9.5 eV
Structure (SMILES)   O.O.O.O.O.O.O.O.O.O
E_LUMO   -0.82 eV
Net charge   0

CARTESIAN COORDINATES (ANGSTROEM)
O1 -1.31 -0.62 0.60
H1 -1.15 -1.32 1.25
H2 -0.49 -0.60 0.09
O2 1.23 3.75 -0.08
H3 1.70 2.92 0.03
H4 0.58 3.56 -0.77
O3 0.79 -2.48 -3.17
H5 0.55 -1.70 -2.66
H6 0.31 -2.37 -4.00
O4 3.12 -0.98 1.19
H7 3.01 -1.16 0.25
H8 3.87 -0.38 1.24
O5 -0.93 -1.69 4.06
H9 -0.09 -1.44 3.67
H10 -1.37 -2.19 3.35
O6 1.37 0.78 -1.19
H11 0.76 0.40 -0.55
H12 1.70 0.01 -1.68
O7 1.21 -2.55 -1.22
H13 2.02 -2.33 -0.74
H14 0.55 -2.64 -0.52
O8 -4.05 -0.92 1.10
H15 -3.68 -1.68 0.63
H16 -4.01 -1.18 2.03
O9 -1.24 2.37 -2.65
H17 -0.68 1.65 -2.33
H18 -0.68 3.15 -2.57
O10 -0.51 2.71 1.40
H19 -0.73 1.81 1.12
H20 0.39 2.63 1.74

***

The following is a DFT calculation (ωB97M-V with the def2-TZVPD basis set) of 10 unconnected molecules or ions with the total composition H20O10 in a non-equilibrium geometry.

Properties
Energy above the lowest of the compared OMol25 structures with the same formula, charge and spin   76.6 kcal per mole
E_HOMO   -10.308 eV
Frontier orbital gap   9.7 eV
Structure (SMILES)   O.O.O.O.O.O.O.O.O.O
E_LUMO   -0.63 eV
Net charge   0

CARTESIAN COORDINATES (ANGSTROEM)
O1 0.93 -1.83 -2.91
H1 1.17 -1.67 -1.99
H2 1.66 -1.52 -3.47
O2 0.52 3.64 0.21
H3 -0.35 3.26 0.23
H4 0.63 3.85 -0.72
O3 -2.17 3.26 1.36
H5 -1.86 2.42 1.66
H6 -2.21 3.73 2.20
O4 -1.52 -1.34 -1.18
H7 -2.09 -1.93 -0.73
H8 -2.00 -0.63 -1.57
O5 3.38 -1.30 -0.23
H9 3.47 -0.66 -0.93
H10 2.49 -1.56 -0.09
O6 0.28 0.45 -0.05
H11 -0.28 0.53 0.72
H12 -0.04 -0.34 -0.60
O7 -0.67 -1.85 2.01
H13 0.04 -1.67 2.60
H14 -0.98 -2.76 2.21
O8 0.99 -2.50 -0.09
H15 1.16 -3.39 0.24
H16 0.45 -2.08 0.57
O9 1.42 1.57 -2.17
H17 0.84 1.15 -1.54
H18 0.87 2.31 -2.30
O10 -2.06 0.47 1.84
H19 -1.63 -0.35 2.05
H20 -2.43 0.75 2.68

***

The following is a DFT calculation (ωB97M-V with the def2-TZVPD basis set) of a molecular structure, H20O18SV2 in a non-equilibrium geometry.

Properties
Multiplicity   2
Energy above the lowest of the compared OMol25 structures with the same formula, charge and spin   59.9 kcal per mole
E_HOMO (spin up / spin down)   -13.707 / -13.648 eV
Frontier orbital gap (spin up / spin down)   8.2 / 3.1 eV
E_LUMO (spin up / spin down)   -5.50 / -10.50 eV
Net charge   +1

CARTESIAN COORDINATES (ANGSTROEM)
O1 -0.46 1.89 -3.22
V1 -0.39 2.84 -2.02
O2 -0.12 4.29 -2.60
O3 -1.93 -0.96 -3.47
V2 -2.54 -1.43 -1.98
O4 -3.36 -0.22 -1.51
S1 -0.11 -0.09 -0.30
O5 0.27 -0.07 1.13
O6 1.05 -0.30 -1.18
O7 -1.04 -1.22 -0.52
O8 -0.83 1.11 -0.64
O9 -3.63 -2.42 -0.03
H1 -4.48 -2.69 0.32
H2 -3.01 -2.61 0.67
O10 0.49 1.42 3.23
H3 0.25 0.81 3.92
H4 0.33 0.94 2.41
O11 -1.68 -1.81 2.17
H5 -1.44 -1.57 1.28
H6 -1.14 -1.24 2.72
O12 -0.44 3.52 0.24
H7 -0.84 2.68 0.45
H8 -0.21 3.90 1.08
O13 -2.53 1.40 1.86
H9 -1.66 1.03 1.73
H10 -2.87 1.55 0.98
O14 1.03 -2.58 -2.33
H11 0.70 -3.24 -1.72
H12 0.96 -1.76 -1.85
O15 2.01 0.16 -3.64
H13 1.67 -0.02 -2.76
H14 2.22 -0.70 -4.00
O16 3.39 -0.98 -0.10
H15 2.53 -0.81 -0.48
H16 4.01 -0.72 -0.78
O17 2.95 1.97 1.26
H17 2.73 2.23 2.15
H18 2.75 1.04 1.22
O18 2.03 -1.68 2.39
H19 1.45 -1.12 1.87
H20 1.91 -2.56 2.03

***

The following is a DFT calculation (ωB97M-V with the def2-TZVPD basis set) of 10 unconnected molecules or ions with the total composition H21O10 in a non-equilibrium geometry.

Properties
Energy above the lowest of the compared OMol25 structures with the same formula, charge and spin   28.3 kcal per mole
E_HOMO   -13.938 eV
Frontier orbital gap   11.1 eV
E_LUMO   -2.84 eV
Net charge   +1

CARTESIAN COORDINATES (ANGSTROEM)
O1 2.39 -1.31 -0.58
H1 3.31 -1.09 -0.47
H2 1.16 0.75 -0.21
O2 0.48 0.13 0.14
H3 0.51 0.17 1.18
H4 -2.77 0.05 3.59
O3 -2.34 -0.13 2.77
H5 2.28 -1.19 -1.55
H6 -3.05 -0.02 2.09
O4 -0.07 -2.76 -1.96
H7 -0.26 -2.53 -2.87
H8 -0.61 -3.51 -1.75
O5 1.28 3.42 0.01
H9 -2.30 -0.56 -1.87
H10 1.39 4.30 0.38
O6 2.93 1.10 0.81
H11 3.59 0.58 1.14
H12 0.39 3.48 -0.35
O7 0.30 0.99 2.50
H13 3.21 1.92 0.41
H14 -0.67 1.02 2.53
O8 -3.98 0.47 0.75
H15 -4.02 1.40 0.93
H16 0.56 0.81 3.39
O9 1.63 -1.05 -3.16
H17 1.09 -0.71 0.19
O10 -2.80 -0.97 -1.17
H18 -2.34 -1.51 -0.53
H19 -3.58 0.13 -0.08
H20 1.75 -1.96 -3.46
H21 1.61 -0.41 -3.87

***

The following is a DFT calculation (ωB97M-V with the def2-TZVPD basis set) of 10 unconnected molecules or ions with the total composition H21O10 in a non-equilibrium geometry.

Properties
Energy above the lowest of the compared OMol25 structures with the same formula, charge and spin   123.0 kcal per mole
E_HOMO   -12.376 eV
Frontier orbital gap   8.8 eV
E_LUMO   -3.61 eV
Net charge   +1

CARTESIAN COORDINATES (ANGSTROEM)
O1 -0.58 -0.33 -0.33
H1 -0.10 -0.96 0.13
H2 -0.95 0.49 -0.02
H3 0.02 -0.09 -0.97
O2 0.40 -2.47 0.98
H4 0.46 -3.10 0.38
H5 0.65 -3.23 1.65
O3 0.98 0.75 2.34
H6 0.46 0.64 3.21
H7 0.63 1.58 2.24
O4 -2.42 0.76 -2.60
H8 -2.68 0.45 -3.42
H9 -1.74 1.43 -2.84
O5 0.94 1.86 -0.77
H10 1.00 2.26 0.04
H11 0.24 2.30 -1.35
O6 2.34 -1.57 -1.15
H12 1.94 -1.12 -1.91
H13 1.94 -2.46 -1.34
O7 2.81 -0.53 1.83
H14 2.17 0.20 2.22
H15 2.25 -0.69 1.00
O8 -1.85 -0.77 2.46
H16 -1.19 -0.74 3.13
H17 -2.34 0.04 2.78
O9 -2.16 1.83 0.48
H18 -3.05 1.97 0.34
H19 -2.10 2.21 1.38
O10 0.42 -0.05 -3.21
H20 1.13 0.29 -3.58
H21 0.38 -0.98 -3.11

***

Number 1: calculated total energy -20802.4435 eV. Number 2: calculated total energy -20799.1363 eV. Number 3: calculated total energy -20797.8725 eV. Number 4: calculated total energy -20799.3421 eV. Number 5: calculated total energy -20797.0850 eV. Number 6: calculated total energy -20797.0877 eV. Number 7: calculated total energy -20799.2892 eV. Number 8: calculated total energy -99378.5797 eV. Number 9: calculated total energy -20809.5997 eV. Number 10: calculated total energy -20805.4962 eV.